(1)
One molecule with the formula C4H4OS in a non-equilibrium geometry, computed with the ωB97M-V functional and the def2-TZVPD basis.

Each line ends with the Löwdin charge.
Atoms and positions in Å:
1 C -0.50905 2.79086 1.14023  0.15
2 C -0.39469 1.83583 0.41278  -0.14
3 C -0.25269 0.59151 -0.27560  -0.81
4 O -0.71314 0.41536 -1.34818  0.07
5 S 0.61335 -0.58709 0.73765  0.93
6 C 0.49621 -1.99887 -0.43864  -0.35
7 H -0.64739 3.73907 1.66990  0.06
8 H 0.98746 -1.80957 -1.39536  0.05
9 H 0.96581 -2.80329 0.06901  0.01
10 H -0.54587 -2.17380 -0.57178  0.03

Summary:
**Multiplicity**: 1
**SMILES string**: C#CC(=O)SC
**Energy relative to the best compared isomer or geometry (same formula, charge and spin)**: 1.855 eV
**LUMO**: 0.3458 eV
**E_HOMO**: -9.71 eV
**Total charge**: 0
**Orbital gap**: 10.06 eV

***

(2)
C64H54CsO2P3Si as an isolated structure in a non-equilibrium geometry, computed with the ωB97M-V functional and the def2-TZVPD basis.

Each line ends with the Löwdin charge.
Atoms and positions in Å:
1 Cs 4.58178 -4.97457 5.50706  0.56
2 C 1.36210 -2.66411 -5.15045  -0.10
3 C 1.17714 -1.31929 -5.18496  -0.11
4 C 0.97323 -0.64255 -4.00488  -0.12
5 C 0.84107 -1.30276 -2.81939  -0.38
6 C 1.34957 -2.65111 -2.77926  -0.08
7 C 1.49661 -3.40259 -3.92160  -0.06
8 P 0.09228 -0.55965 -1.32775  1.05
9 C -1.62752 -0.52557 -1.66652  -0.46
10 C -2.25433 -1.26115 -2.68153  -0.11
11 C -3.67653 -1.48784 -2.69086  -0.19
12 C -4.58518 -0.98595 -1.74581  -0.14
13 C -3.97047 -0.22022 -0.73328  -0.17
14 C -2.56269 0.13852 -0.77806  -0.42
15 C 0.40454 1.24035 -1.37011  -0.38
16 C 1.75053 1.45259 -1.67917  -0.12
17 C 2.09562 2.71437 -2.18843  -0.10
18 C 1.26108 3.75392 -1.95737  -0.15
19 C -0.02495 3.58248 -1.55622  -0.16
20 C -0.46956 2.30851 -1.19237  -0.22
21 Si -2.32266 1.98563 -0.74236  0.67
22 C -3.69596 2.65756 -1.77120  -0.26
23 C -4.97707 2.65074 -1.23001  -0.10
24 C -6.17126 2.78199 -1.99451  -0.08
25 C -6.08173 2.92442 -3.36837  -0.10
26 C -4.81215 2.90431 -3.94782  -0.08
27 C -3.59198 2.91931 -3.19084  -0.39
28 P -2.11586 3.42422 -3.91296  1.09
29 C -2.25241 3.45277 -5.75288  -0.35
30 C -1.46959 2.63079 -6.65330  -0.07
31 C -1.59442 2.80285 -8.02390  -0.12
32 C -2.61729 3.54434 -8.59070  -0.10
33 C -3.40212 4.38032 -7.75642  -0.09
34 C -3.27336 4.22651 -6.38667  -0.14
35 C -2.08860 5.28339 -3.75050  -0.34
36 C -1.46491 6.11310 -4.69298  -0.10
37 C -1.57952 7.50742 -4.53802  -0.09
38 C -2.51626 8.06179 -3.65899  -0.12
39 C -3.20914 7.23232 -2.81179  -0.11
40 C -2.88634 5.89413 -2.78465  -0.11
41 C -2.48674 2.50354 1.00777  -0.20
42 C -2.83658 3.83888 1.29701  -0.11
43 C -2.38665 4.49487 2.43665  -0.09
44 C -1.86471 3.72926 3.48090  -0.09
45 C -1.76126 2.36122 3.36018  -0.10
46 C -1.96782 1.71152 2.12130  -0.34
47 P -1.94297 -0.02237 2.27569  1.04
48 C -3.30589 -0.92263 2.96480  -0.36
49 C -4.44742 -0.29009 3.48211  -0.09
50 C -5.47088 -1.05553 4.13477  -0.08
51 C -5.23076 -2.42982 4.40268  -0.12
52 C -4.11075 -3.03341 3.86483  -0.11
53 C -3.18611 -2.30613 3.09694  -0.12
54 C -0.37993 -0.44406 2.95892  -0.35
55 C -0.14711 -1.45036 3.96717  -0.09
56 C 0.94797 -1.40498 4.81125  -0.12
57 C 1.95150 -0.48651 4.57820  -0.12
58 C 1.92941 0.21027 3.38128  -0.09
59 C 0.77343 0.31123 2.56045  -0.08
60 H 1.45506 -3.26913 -6.03521  0.09
61 H 1.03858 -0.75017 -6.08512  0.09
62 H 0.81823 0.46112 -4.00437  0.12
63 H 1.52502 -3.05749 -1.81183  0.08
64 H 1.76298 -4.39199 -3.89276  0.07
65 H -1.68858 -1.59411 -3.58250  0.10
66 H -4.15671 -1.96878 -3.50182  0.03
67 H -5.68711 -1.17010 -1.82294  0.10
68 H -4.50866 0.15090 0.15533  0.09
69 H -2.17484 -0.08754 0.41112  0.03
70 H 2.46402 0.65473 -1.66467  0.09
71 H 3.03601 2.96112 -2.71880  0.11
72 H 1.59480 4.75017 -2.35520  0.12
73 H -0.80152 4.40295 -1.45356  0.11
74 H -5.07798 2.73041 -0.13260  0.10
75 H -7.15498 2.88905 -1.51369  0.10
76 H -6.98636 2.91344 -4.00873  0.10
77 H -4.57535 2.80933 -5.01937  0.09
78 H -0.76490 1.89308 -6.24132  0.10
79 H -0.80999 2.42766 -8.67024  0.10
80 H -2.85297 3.43903 -9.63432  0.09
81 H -4.20164 5.04672 -8.23983  0.12
82 H -3.92747 4.80383 -5.71958  0.11
83 H -0.97030 5.70389 -5.59367  0.11
84 H -1.02698 8.18147 -5.21189  0.10
85 H -2.64640 9.10946 -3.72858  0.08
86 H -3.97467 7.59811 -2.08580  0.12
87 H -3.35715 5.24757 -1.97603  0.11
88 H -3.17533 4.53264 0.50086  0.10
89 H -2.61735 5.54142 2.54776  0.09
90 H -1.71424 4.14602 4.46975  0.10
91 H -1.39823 1.73690 4.18642  0.11
92 H -4.62946 0.79478 3.25403  0.11
93 H -6.38929 -0.53204 4.42972  0.09
94 H -5.84990 -3.08487 5.03383  0.09
95 H -3.89824 -4.11832 3.90526  0.11
96 H -2.29892 -2.85017 2.66189  0.13
97 H -0.90451 -2.18630 4.08145  0.06
98 H 1.05277 -2.11247 5.64614  0.10
99 H 2.73880 -0.48651 5.34020  0.10
100 H 2.83936 0.74171 3.06907  0.10
101 H 0.73148 0.97465 1.65947  0.11
102 O 5.52031 -2.36379 7.01642  -0.18
103 H 5.10857 -1.82876 7.71457  0.02
104 H 6.35880 -2.01994 6.81229  -0.04
105 O 4.08393 -3.99963 2.57597  -0.22
106 H 4.38221 -3.05744 2.69773  0.05
107 H 3.12808 -3.96068 2.25970  0.06
108 H 7.97687 -3.88613 4.09708  -0.12
109 C 8.31403 -9.61501 6.00577  -0.15
110 C 7.74014 -8.91079 7.03700  -0.17
111 C 7.47689 -7.57950 6.85876  -0.05
112 C 7.85182 -6.93500 5.59027  -0.27
113 C 7.54488 -5.63148 5.28657  -0.30
114 C 8.00024 -5.05830 4.16000  -0.27
115 C 9.04839 -5.66835 3.35017  -0.10
116 C 9.30781 -6.99762 3.56269  -0.09
117 C 8.69765 -7.64391 4.69038  -0.22
118 C 9.01866 -8.97497 4.96865  -0.07
119 H 8.37091 -10.71923 6.03375  0.08
120 H 7.56396 -9.43524 7.96669  0.08
121 H 6.83506 -7.02892 7.59125  0.10
122 H 7.49647 -3.17134 4.61135  0.00
123 H 9.49686 -5.18329 2.49911  0.07
124 H 9.97515 -7.60129 2.95785  0.08
125 H 9.69679 -9.59776 4.30500  0.11

Summary:
**Multiplicity**: 1
**Energy relative to the best compared isomer or geometry (same formula, charge and spin)**: 3.319 eV
**LUMO (spin up / spin down)**: 3.0232 / 3.0236 eV
**E_HOMO (spin up / spin down)**: 0.32 / 0.32 eV
**Total charge**: -2
**Orbital gap (spin up / spin down)**: 2.71 / 2.71 eV

***

(3)
One molecule with the formula C3H5NO2S2 in a non-equilibrium geometry, computed with the ωB97M-V functional and the def2-TZVPD basis.

Each line ends with the Löwdin charge.
Atoms and positions in Å:
1 O -0.76105 -2.27796 0.40365  0.07
2 C -1.20422 -1.41594 -0.28475  -0.71
3 S -2.61438 -1.63929 -1.45777  0.78
4 C -0.75271 0.05373 -0.19669  -0.18
5 O 0.23938 0.01869 0.80540  -0.11
6 N 0.98766 1.14571 0.85855  -0.10
7 C 2.21758 1.23010 0.35193  -0.73
8 S 3.24648 2.47500 0.59661  0.59
9 H -2.73245 -2.97913 -1.36338  -0.12
10 H -0.33317 0.42755 -1.15031  0.14
11 H -1.55135 0.78715 0.03545  0.14
12 H 0.78879 1.87439 1.55318  0.15
13 H 2.46942 0.29997 -0.15188  0.08

Summary:
**Multiplicity**: 1
**SMILES string**: O=C(S)CONC=S
**Energy relative to the best compared isomer or geometry (same formula, charge and spin)**: 3.056 eV
**LUMO**: 0.4480 eV
**E_HOMO**: -8.79 eV
**Total charge**: 0
**Orbital gap**: 9.24 eV

***

(4)
One molecule with the formula C20H12N2O2 in a non-equilibrium geometry, computed with the ωB97M-V functional and the def2-TZVPD basis.

Each line ends with the Löwdin charge.
Atoms and positions in Å:
1 N -3.35744 4.42606 -2.34034  0.16
2 C -2.72492 3.69004 -1.71442  -0.17
3 C -2.05958 2.73361 -0.86892  -0.23
4 C -2.06764 1.39271 -1.15241  -0.05
5 C -1.56903 0.46517 -0.26819  0.01
6 C -0.88127 0.84439 0.91940  -0.10
7 C -0.90178 2.23126 1.25543  -0.18
8 C -1.51259 3.12321 0.36402  0.07
9 O -0.36554 2.64002 2.40824  0.08
10 C -0.18513 1.69606 3.39651  -0.16
11 C -0.14289 2.15270 4.70289  0.00
12 C 0.05583 1.23281 5.75450  -0.07
13 C 0.14964 -0.13797 5.46861  -0.08
14 C 0.04478 -0.57231 4.16219  -0.01
15 C -0.13157 0.29854 3.08623  -0.09
16 N -0.18016 -0.06749 1.71583  0.10
17 C 0.66020 -1.08801 1.21081  -0.34
18 O 1.38711 -1.78247 1.89172  0.12
19 C 0.83618 -1.29351 -0.25454  -0.17
20 C 1.41301 -0.33470 -1.08765  -0.02
21 C 1.56554 -0.58550 -2.47429  -0.07
22 C 1.07523 -1.76448 -3.00520  -0.11
23 C 0.64307 -2.79413 -2.19092  -0.07
24 C 0.55185 -2.57534 -0.80031  -0.01
25 H -2.49474 1.08273 -2.09058  0.12
26 H -1.70532 -0.60634 -0.53543  0.14
27 H -1.51685 4.17172 0.66706  0.14
28 H -0.17331 3.23225 4.86466  0.12
29 H 0.07994 1.56809 6.81047  0.11
30 H 0.24190 -0.85701 6.28027  0.11
31 H 0.09631 -1.64097 4.03912  0.11
32 H 1.73184 0.62218 -0.65249  0.13
33 H 1.98106 0.16189 -3.16275  0.11
34 H 1.13678 -1.90818 -4.08934  0.11
35 H 0.36103 -3.72555 -2.68503  0.11
36 H 0.17117 -3.35602 -0.17280  0.11

Summary:
**Multiplicity**: 1
**SMILES string**: N#Cc1ccc2c(c1)Oc1ccccc1N2C(=O)c1ccccc1
**LUMO**: 0.0396 eV
**E_HOMO**: -8.44 eV
**Total charge**: 0
**Orbital gap**: 8.48 eV

***

(5)
One molecule with the formula C5H6O, computed with the ωB97M-V functional and the def2-TZVPD basis.

Each line ends with the Löwdin charge.
Atoms and positions in Å:
1 C 1.62505 -1.20696 -0.41199  -0.07
2 C 0.98571 -0.14625 0.44077  -0.25
3 C -0.67253 1.36991 0.33389  -0.07
4 O 0.03607 0.54679 -0.40405  -0.11
5 C -2.01540 1.39544 -0.13330  -0.13
6 C -3.20739 1.16725 -0.08248  0.13
7 H 2.13961 -1.92516 0.22726  0.08
8 H 2.33149 -0.77668 -1.12297  0.08
9 H 0.84250 -1.73304 -0.96646  0.08
10 H 1.67054 0.57678 0.89086  0.12
11 H 0.39002 -0.60131 1.23859  0.12
12 H -4.25359 0.98619 -0.02647  0.03

Summary:
**Multiplicity**: 1
**Energy relative to the best compared isomer or geometry (same formula, charge and spin)**: 4.692 eV
**LUMO**: -0.1082 eV
**E_HOMO**: -8.52 eV
**Total charge**: 0
**Orbital gap**: 8.41 eV

***

(6)
One molecule with the formula C3H4N4O in a non-equilibrium geometry, computed with the ωB97M-V functional and the def2-TZVPD basis.

Each line ends with the Löwdin charge.
Atoms and positions in Å:
1 H -2.41908 -1.82405 0.07255  0.00
2 N -1.45969 -1.67264 0.13717  0.14
3 C -1.08244 -0.36551 -0.06967  -0.35
4 N -1.74521 0.92256 -0.14853  0.06
5 C 0.33362 -0.19168 -0.17616  -0.33
6 N 1.03731 0.95935 0.03973  0.14
7 C 2.38626 0.37097 0.06325  -0.08
8 N 2.22472 -0.97523 -0.04370  -0.01
9 O 1.04840 -1.33130 -0.16470  0.04
10 H -2.67059 1.33753 0.05808  0.09
11 H -0.99507 1.82015 0.15678  0.18
12 H 3.34179 0.94983 0.07520  0.12

Summary:
**Multiplicity**: 1
**SMILES string**: [H]/N=C(\N)c1ncno1
**Energy relative to the best compared isomer or geometry (same formula, charge and spin)**: 4.244 eV
**LUMO**: -0.1005 eV
**E_HOMO**: -9.54 eV
**Total charge**: 0
**Orbital gap**: 9.44 eV